Model a:
Density functional theory data (ωB97M-V/def2-TZVPD) for ArH22O11 as an isolated structure.

Each line ends with the natural charge from an NBO analysis.
Positions of all 34 atoms, in Å:
Ar: 0.728 -0.811 -0.507  -0.0004
O: -2.450 -2.338 -0.786  -0.9501
O: -2.810 -0.182 -2.244  -0.9710
O: -2.414 1.779 -0.101  -0.9830
O: 3.734 -0.783 -3.099  -0.9414
O: 0.488 2.484 -0.788  -0.9945
O: 1.170 -2.770 2.973  -0.9882
O: 1.478 2.209 -3.499  -0.9672
O: 1.586 -0.036 2.930  -0.9915
O: -1.783 -2.163 2.000  -0.9686
O: 2.688 2.014 0.829  -0.9599
O: -1.053 0.520 2.300  -0.9968
H: 1.301 2.495 -2.603  0.4971
H: -2.631 0.998 -0.609  0.4971
H: -0.343 2.104 -0.504  0.4869
H: -1.564 1.082 1.717  0.4945
H: 3.529 -0.846 -4.032  0.4686
H: -1.370 -0.365 2.120  0.4949
H: 1.160 -3.108 3.869  0.4673
H: 1.439 -1.856 3.065  0.5026
H: -2.044 -2.229 1.081  0.4728
H: 1.094 2.299 -0.071  0.4933
H: -3.765 -0.141 -2.292  0.4671
H: -2.627 -1.005 -1.791  0.4899
H: -2.549 2.507 -0.708  0.4830
H: -0.884 -2.492 2.018  0.5002
H: 0.680 1.754 -3.768  0.4610
H: 2.937 -0.434 -2.701  0.4728
H: -3.176 -2.888 -0.492  0.4958
H: 2.128 0.356 2.245  0.4839
H: 0.697 0.254 2.728  0.5060
H: 3.534 1.757 0.462  0.4911
H: -1.787 -2.957 -1.091  0.4991
H: 2.879 2.794 1.349  0.4873

The multiplicity is 1. For the LUMO energy, the calculation gives -0.255 eV. The calculation puts the molar mass at 238.11 g/mol.

=====

Model b:
Density functional theory data (ωB97M-V/def2-TZVPD) for ArH22O11 as an isolated structure.

Each line ends with the natural charge from an NBO analysis.
Positions of all 34 atoms, in Å:
Ar: 0.144 0.383 -0.608  -0.0001
O: 0.634 2.328 2.179  -0.9725
O: -2.841 2.451 -0.466  -0.9513
O: -4.478 0.087 0.459  -0.9477
O: 2.067 -2.575 1.412  -0.9714
O: 0.728 -0.409 2.631  -0.9952
O: 3.316 0.476 -1.281  -0.9822
O: -0.338 -2.655 -2.604  -0.9448
O: -1.513 -1.959 1.335  -0.9467
O: 2.254 -1.998 -1.357  -0.9743
O: -2.473 0.747 -2.540  -0.9542
O: 2.932 2.647 0.381  -0.9788
H: 1.682 -1.797 1.815  0.4998
H: -2.110 -1.493 1.921  0.4559
H: 2.887 1.971 -0.296  0.5023
H: 2.914 -0.392 -1.308  0.5026
H: -2.166 2.780 0.128  0.4627
H: 0.806 0.463 2.246  0.5127
H: -2.375 2.274 -1.283  0.4886
H: -3.676 0.540 0.197  0.4876
H: -0.672 -1.516 1.448  0.4842
H: -4.284 -0.258 1.331  0.4555
H: 1.317 -1.887 -1.521  0.4902
H: -3.380 1.031 -2.657  0.4802
H: -1.192 -2.377 -2.937  0.4671
H: -0.516 -3.475 -2.144  0.4833
H: 1.293 2.721 1.607  0.5098
H: 3.043 3.465 -0.104  0.4650
H: -0.164 2.827 2.004  0.4686
H: 0.355 -0.256 3.499  0.4860
H: 3.073 0.879 -2.115  0.4626
H: -2.460 -0.154 -2.864  0.4789
H: 2.874 -2.726 1.905  0.4765
H: 2.315 -2.144 -0.413  0.4991

The multiplicity is 1. For the LUMO energy, the calculation gives -0.008 eV. The calculation puts the molar mass at 238.11 g/mol.

=====

Which is the most stable structure? model a is the most stable.

=====

Model a:
Density functional theory data (ωB97M-V/def2-TZVPD) for one molecule with the formula CH5IOSi.

Each line ends with the natural charge from an NBO analysis.
Positions of all 9 atoms, in Å:
I: 3.275 -0.071 0.200  -0.2057
Si: 1.012 0.530 -0.615  1.0354
O: 0.431 1.981 -0.189  -1.0590
C: -0.315 -1.076 0.399  -0.6402
H: 0.496 2.123 0.713  0.4858
H: -0.216 -2.059 -0.027  0.1977
H: 0.103 -1.121 1.469  0.2071
H: -1.312 -0.755 0.264  0.1972
H: 1.348 1.000 -2.033  -0.2185

The multiplicity is 3. For the LUMO energy (spin up / spin down), the calculation gives 0.517 / -3.632 eV. The calculation puts the molar mass at 188.04 g/mol. As for the expectation value of S²: 2.01.

=====

Model b:
Density functional theory data (ωB97M-V/def2-TZVPD) for a 2-piece molecular cluster, CH5IOSi overall.

Each line ends with the natural charge from an NBO analysis.
Positions of all 9 atoms, in Å:
I: -2.072 -1.376 -4.514  -0.1248
Si: 0.375 0.266 0.019  1.0634
O: -0.631 -0.292 -0.915  -0.6412
C: 0.507 0.381 1.873  -1.0690
H: 1.768 0.505 -0.311  -0.1129
H: -0.210 0.246 2.611  0.2518
H: -1.912 -0.628 -3.055  0.1219
H: 0.886 1.313 2.333  0.2696
H: 1.288 -0.415 1.959  0.2412

The multiplicity is 3. For the LUMO energy (spin up / spin down), the calculation gives 0.366 / -4.282 eV. The calculation puts the molar mass at 188.04 g/mol. As for the expectation value of S²: 2.01.

=====

Which is the most stable structure? model a is the most stable.

=====

Model a:
Density functional theory data (ωB97M-V/def2-TZVPD) for C2H3IN2O as an isolated structure.

Each line ends with the natural charge from an NBO analysis.
Positions of all 9 atoms, in Å:
I: 3.636 -1.289 0.335  -0.0360
O: 0.603 0.414 1.180  -0.3729
N: 1.526 1.124 0.345  0.1186
N: 0.892 0.885 -0.743  -0.3150
C: -0.109 0.334 0.049  0.5207
C: -1.370 -0.272 -0.255  -0.7283
H: -2.268 0.465 0.065  0.2646
H: -1.371 -0.398 -1.414  0.2772
H: -1.540 -1.264 0.438  0.2710

The multiplicity is 1. For the LUMO energy (spin up / spin down), the calculation gives -1.330 / -2.747 eV. The calculation puts the molar mass at 197.96 g/mol.

=====

Model b:
Density functional theory data (ωB97M-V/def2-TZVPD) for one molecule with the formula C2H3IN2O.

Each line ends with the natural charge from an NBO analysis.
Positions of all 9 atoms, in Å:
I: -1.267 -0.923 2.374  0.1442
O: -1.488 -1.130 -0.799  -0.5722
N: 0.948 0.714 1.021  -0.6473
N: 0.396 0.024 -1.484  -0.8313
C: -0.072 -0.027 0.875  0.0829
C: -0.538 -0.416 -0.601  0.5972
H: 0.929 0.729 -0.905  0.4385
H: 1.003 1.088 1.933  0.3727
H: 0.089 -0.059 -2.415  0.4153

The multiplicity is 1. For the LUMO energy, the calculation gives -0.033 eV. The calculation puts the molar mass at 197.96 g/mol. As for the SMILES: [H]/N=C(\I)C(N)=O.

=====

Which is the most stable structure? model b is the most stable.

=====

Model a:
Density functional theory data (ωB97M-V/def2-TZVPD) for a 2-piece molecular cluster, CH3NO2 overall.

Each line ends with the natural charge from an NBO analysis.
Positions of all 7 atoms, in Å:
O: -2.970 0.151 0.028  -0.1691
O: -1.356 -0.634 0.031  -0.1479
N: -0.509 0.216 0.139  0.1288
C: 0.914 0.058 0.008  -0.5280
H: 1.472 0.570 0.923  0.2639
H: 1.145 -1.009 -0.362  0.2081
H: 1.304 0.647 -0.768  0.2443

The multiplicity is 3. For the LUMO energy (spin up / spin down), the calculation gives -0.622 / -0.472 eV. The calculation puts the molar mass at 61.04 g/mol. As for the expectation value of S²: 2.08.

=====

Model b:
Density functional theory data (ωB97M-V/def2-TZVPD) for one molecule with the formula CH3NO2.

Each line ends with the natural charge from an NBO analysis.
Positions of all 7 atoms, in Å:
O: 1.526 0.586 -0.074  -0.5742
O: -1.215 0.964 -0.134  -0.4355
N: -0.621 -0.264 0.139  0.0018
C: 0.844 -0.386 0.093  -0.0149
H: -0.462 1.573 -0.265  0.5143
H: 1.156 -1.417 0.236  0.1262
H: -1.228 -1.055 0.005  0.3822

The multiplicity is 3. For the LUMO energy (spin up / spin down), the calculation gives 0.730 / -2.593 eV. The calculation puts the molar mass at 61.04 g/mol. As for the expectation value of S²: 2.01.

=====

Which is the most stable structure? model b is the most stable.